Molecular formula: C28H33CoN8O2P
Method: DFT, the ωB97M-V functional and the def2-TZVPD basis

Gap between HOMO and LUMO (alpha / beta)   0.2624 / 0.2629 Eh
HOMO level (alpha / beta)   -6.74 / -6.75 eV
Multiplicity   2
Relative energy (zero: lowest compared OMol25 entry of this formula, charge and spin)   0.00 kcal per mole

Each line ends with the Löwdin spin population.
Cartesian coordinates (Å):
Co -0.13 -1.01 -1.29  0.943
C -2.83 -3.73 -2.96  -0.001
C -1.84 -3.15 -1.98  0.000
O -1.41 -1.98 -2.29  -0.003
C -1.48 -3.88 -0.85  0.002
C -0.59 -3.43 0.17  0.000
C -0.39 -4.29 1.39  -0.001
N 0.03 -2.29 0.07  -0.007
N 0.89 -1.93 1.12  -0.001
C 1.38 -0.73 0.88  -0.001
O 1.06 0.00 -0.16  -0.004
C 2.36 -0.15 1.86  0.000
C 2.94 1.09 1.60  0.000
C 3.82 1.66 2.51  0.000
C 4.12 1.00 3.69  0.000
C 3.56 -0.24 3.95  0.000
C 2.69 -0.82 3.04  0.000
H -3.63 -3.02 -3.14  0.000
H -3.25 -4.67 -2.60  0.000
H -2.32 -3.91 -3.91  0.000
H -1.94 -4.84 -0.72  0.000
H -0.96 -5.21 1.30  0.000
H -0.70 -3.75 2.28  0.000
H 0.67 -4.52 1.52  0.000
H 2.70 1.59 0.67  0.000
H 4.26 2.63 2.30  0.000
H 4.80 1.45 4.40  0.000
H 3.80 -0.76 4.86  0.000
H 2.23 -1.78 3.23  0.000
N 1.88 0.82 -3.02  0.000
C 2.34 -0.49 -3.01  0.004
C 3.63 -0.74 -3.49  0.002
C 4.10 -2.03 -3.48  -0.001
C 3.28 -3.05 -3.02  0.001
C 2.03 -2.71 -2.55  0.003
N 1.56 -1.45 -2.55  0.040
C 0.59 1.30 -2.99  -0.001
C 0.35 2.58 -3.54  0.000
C -0.93 3.06 -3.58  -0.001
C -1.98 2.26 -3.11  0.000
C -1.66 1.03 -2.58  0.001
N -0.40 0.58 -2.48  0.001
H 2.56 1.47 -3.38  0.000
H 4.24 0.08 -3.86  0.000
H 5.09 -2.25 -3.85  0.000
H 3.61 -4.08 -3.00  0.000
H 1.35 -3.45 -2.15  0.000
H 1.18 3.16 -3.93  0.000
H -1.13 4.04 -4.00  0.000
H -3.01 2.58 -3.15  0.000
H -2.42 0.36 -2.18  0.001
C -2.64 3.69 1.82  0.000
N -3.54 2.59 2.16  0.002
C -3.14 2.07 3.47  0.000
N -1.75 1.66 3.55  0.001
C -0.90 2.79 3.15  0.000
N -1.22 3.34 1.84  0.000
C -0.90 2.38 0.77  0.000
P -1.82 0.77 0.89  0.015
C -3.50 1.54 1.15  0.003
C -1.48 0.49 2.71  0.001
H -2.80 4.50 2.54  0.000
H -2.90 4.06 0.82  0.000
H -3.78 1.22 3.72  0.000
H -3.30 2.86 4.21  0.000
H 0.14 2.47 3.16  0.000
H -1.03 3.58 3.89  0.000
H 0.17 2.16 0.79  0.000
H -1.11 2.84 -0.19  0.000
H -4.21 0.75 1.42  0.000
H -3.84 1.96 0.20  0.000
H -0.44 0.18 2.83  0.000
H -2.10 -0.34 3.05  0.000

***

Molecular formula: C9H24N3O10P
Method: DFT, the ωB97M-V functional and the def2-TZVPD basis

Gap between HOMO and LUMO (alpha / beta)   0.1094 / 0.2429 Eh
HOMO level (alpha / beta)   -0.82 / -4.42 eV
Multiplicity   2
Relative energy (zero: lowest compared OMol25 entry of this formula, charge and spin)   0.00 kcal per mole
Total charge   -1

Each line ends with the Löwdin spin population.
Cartesian coordinates (Å):
C 4.36 -0.26 2.22  0.000
C 3.46 0.93 1.93  0.000
O 2.37 0.56 1.19  0.000
P 0.92 1.21 1.57  0.000
O 0.91 2.65 1.89  0.000
O 0.46 0.29 2.83  0.000
C 0.74 0.60 4.20  0.000
C -0.44 1.38 4.59  0.000
O -0.14 0.71 0.40  0.000
C -1.43 0.50 0.78  0.000
C -2.00 -0.39 -0.31  0.003
H 4.03 -0.97 2.98  0.000
H 4.58 -0.90 1.36  0.000
H 5.22 0.18 2.71  0.000
H 3.19 1.41 2.87  0.000
H 4.01 1.66 1.33  0.000
H 1.06 -0.31 4.71  0.000
H 1.65 1.19 4.30  0.000
H -0.86 1.98 3.78  0.000
H -1.25 0.69 4.82  0.000
H -0.19 1.90 5.51  0.000
H -1.52 -0.09 1.69  0.000
H -2.02 1.40 0.90  0.000
H -1.31 -1.23 -0.39  0.000
H -3.02 -0.71 -0.13  0.003
H -2.03 -0.11 -1.36  0.000
C 1.19 -0.71 -2.25  0.001
N 2.44 -1.19 -1.63  0.000
O 2.35 -1.95 -0.60  0.000
O 3.46 -0.86 -2.21  0.000
H 0.95 0.25 -1.79  0.000
H 0.38 -1.30 -1.83  0.000
H 1.26 -0.71 -3.34  0.001
C -2.33 -3.70 -2.74  0.018
N -3.55 -2.89 -3.18  0.433
O -4.51 -3.52 -3.66  0.261
O -3.49 -1.68 -2.86  0.243
H -1.50 -3.05 -2.47  0.001
H -2.02 -4.27 -3.62  0.009
H -2.76 -4.35 -1.98  0.016
C -2.39 2.00 -3.19  0.003
N -1.01 2.51 -3.20  0.002
O -0.54 3.12 -4.17  0.003
O -0.40 2.44 -2.10  0.001
H -2.92 2.35 -4.07  0.000
H -2.94 2.31 -2.30  0.000
H -2.40 0.91 -3.19  0.003

***

Molecular formula: C3H6Br2N3
Method: DFT, the ωB97M-V functional and the def2-TZVPD basis

Gap between HOMO and LUMO (alpha / beta)   0.2562 / 0.2560 Eh
HOMO level (alpha / beta)   -13.50 / -13.50 eV
SMILES   CN/N=C\[N+](Br)=C/Br
Multiplicity   1
Relative energy (zero: lowest compared OMol25 entry of this formula, charge and spin)   71.57 kcal per mole
Total charge   +1

Each line ends with the Löwdin charge.
Cartesian coordinates (Å):
C -0.75 0.68 -1.28  -0.218
C 0.64 1.76 0.29  -0.493
C 0.13 -2.20 0.52  -0.064
N -0.37 -0.53 -0.96  0.089
N -0.39 1.74 -0.48  -0.413
N 0.15 -0.86 0.16  -0.173
Br 2.39 1.03 -0.36  0.810
Br -1.80 3.17 -0.06  0.751
H -1.39 0.92 -2.18  0.152
H 0.69 2.17 1.27  0.075
H 0.45 -2.39 1.53  0.092
H -0.97 -2.48 0.40  0.132
H 0.94 -2.80 0.13  0.104
H 0.29 -0.22 1.02  0.155

***

Molecular formula: C5H8O
Method: DFT, the ωB97M-V functional and the def2-TZVPD basis

Gap between HOMO and LUMO   0.3035 Eh
HOMO level   -7.23 eV
Multiplicity   1
Relative energy (zero: lowest compared OMol25 entry of this formula, charge and spin)   118.72 kcal per mole

Each line ends with the Löwdin charge.
Cartesian coordinates (Å):
C -0.85 0.25 0.86  -0.209
C 0.22 1.31 0.69  -0.078
C 0.19 0.39 -1.25  -0.126
O 1.29 -0.41 -1.35  -0.054
C 0.65 -1.41 -0.52  -0.115
C -0.63 -0.56 -0.42  -0.259
H -0.81 -0.33 1.79  0.103
H -1.84 0.72 0.81  0.108
H 1.22 1.09 1.06  0.076
H -0.06 2.35 0.89  0.069
H 0.31 1.50 -1.01  0.110
H 1.21 -1.54 0.41  0.123
H 0.60 -2.36 -1.06  0.119
H -1.50 -1.00 -0.89  0.132

***

Molecular formula: C49H40BrN7O3RuS3Sb
Method: DFT, the ωB97M-V functional and the def2-TZVPD basis

Gap between HOMO and LUMO (alpha / beta)   0.2233 / 0.1862 Eh
HOMO level (alpha / beta)   -9.88 / -9.98 eV
Multiplicity   5
Relative energy (zero: lowest compared OMol25 entry of this formula, charge and spin)   0.00 kcal per mole
Total charge   +1

Each line ends with the Löwdin spin population.
Cartesian coordinates (Å):
Ru -0.44 1.31 -1.00  1.478
Br 0.79 -5.40 5.67  0.028
C 1.70 -3.77 5.37  0.098
C 1.76 -2.82 6.38  -0.016
C 2.40 -1.62 6.15  0.087
C 2.98 -1.36 4.90  0.042
C 2.93 -2.34 3.89  0.092
C 2.28 -3.54 4.13  -0.012
N 3.54 -0.11 4.71  0.639
N 4.10 0.14 3.57  0.612
C 3.42 0.61 2.49  0.032
C 4.13 0.70 1.29  0.156
C 3.51 0.96 0.07  0.001
C 2.15 1.13 0.02  0.118
O 1.47 1.34 -1.12  0.245
C 1.41 1.11 1.22  0.015
N 0.06 1.29 1.06  0.027
C -0.71 1.39 2.12  -0.015
C -0.18 1.33 3.42  0.035
C 1.15 1.07 3.60  -0.007
C 2.00 0.91 2.48  0.040
H 1.31 -3.03 7.35  -0.003
H 2.47 -0.87 6.93  0.004
H 3.39 -2.15 2.94  0.008
H 2.23 -4.30 3.36  -0.002
H 5.19 0.50 1.33  0.007
H 4.09 1.01 -0.85  -0.003
H -1.77 1.52 1.95  -0.001
H -0.84 1.46 4.26  0.002
H 1.57 1.00 4.59  0.003
C -5.87 0.34 -1.06  0.000
N -4.73 1.20 -0.75  0.000
C -4.89 2.52 -0.38  0.003
C -3.87 3.35 -0.12  0.000
C -2.55 2.81 -0.25  0.009
O -1.46 3.41 -0.17  0.043
N -2.43 1.48 -0.54  0.019
C -3.47 0.66 -0.87  0.004
O -3.30 -0.50 -1.25  0.005
H -6.78 0.92 -0.97  0.000
H -5.90 -0.50 -0.38  0.000
H -5.77 -0.04 -2.08  0.000
H -5.92 2.84 -0.33  0.000
H -4.01 4.39 0.13  0.000
S -2.09 7.16 -2.52  0.004
C -1.40 5.69 -2.71  0.002
S -2.21 4.34 -3.48  0.003
C -0.88 3.31 -3.10  0.015
N 0.10 3.90 -2.51  0.014
N -0.17 5.22 -2.31  0.008
C 0.82 5.96 -1.57  0.000
C 1.18 7.24 -1.96  0.001
C 2.16 7.91 -1.23  0.000
C 2.75 7.30 -0.13  0.001
C 2.37 6.02 0.24  0.000
C 1.40 5.34 -0.48  0.001
S -0.88 1.56 -3.23  0.195
H 0.72 7.70 -2.82  0.000
H 2.45 8.90 -1.53  0.000
H 3.51 7.83 0.43  0.000
H 2.83 5.55 1.10  0.000
H 1.09 4.35 -0.19  0.000
C 1.79 -0.58 -3.40  0.004
C 2.29 -1.42 -2.25  0.000
C 3.63 -1.81 -2.24  0.000
C 4.16 -2.59 -1.23  -0.002
C 3.34 -3.00 -0.19  0.001
C 2.01 -2.62 -0.16  0.000
C 1.47 -1.83 -1.18  0.003
Sb -0.59 -1.28 -1.15  -0.025
C -1.32 -2.33 -2.83  -0.007
C -2.12 -1.68 -3.76  0.000
C -2.52 -2.32 -4.91  0.000
C -2.13 -3.64 -5.13  0.000
C -1.35 -4.29 -4.19  -0.001
C -0.92 -3.66 -3.02  -0.002
C -0.08 -4.44 -2.04  0.000
C -1.30 -2.10 0.68  -0.006
C -0.53 -1.77 1.80  -0.001
C -0.86 -2.25 3.06  0.000
C -1.97 -3.07 3.20  -0.001
C -2.73 -3.39 2.09  0.000
C -2.42 -2.92 0.81  -0.002
C -3.30 -3.39 -0.32  0.000
H 2.43 -0.72 -4.27  0.000
H 1.81 0.48 -3.14  0.002
H 0.78 -0.84 -3.70  0.001
H 4.26 -1.51 -3.07  0.000
H 5.20 -2.88 -1.26  0.000
H 3.74 -3.64 0.59  0.000
H 1.38 -3.00 0.63  0.000
H -2.46 -0.67 -3.57  0.001
H -3.14 -1.81 -5.63  0.000
H -2.44 -4.16 -6.02  0.000
H -1.06 -5.32 -4.35  0.000
H -0.31 -5.50 -2.11  0.000
H -0.25 -4.14 -1.00  0.000
H 0.98 -4.31 -2.24  0.000
H 0.34 -1.15 1.71  0.000
H -0.25 -1.99 3.91  0.000
H -2.24 -3.46 4.17  0.000
H -3.59 -4.04 2.21  0.000
H -4.35 -3.24 -0.06  0.000
H -3.16 -4.47 -0.47  0.000
H -3.12 -2.89 -1.26  0.000

***

Molecular formula: C27H75O12Zr
Method: DFT, the ωB97M-V functional and the def2-TZVPD basis

Gap between HOMO and LUMO   0.3607 Eh
HOMO level   -11.53 eV
Multiplicity   1
Relative energy (zero: lowest compared OMol25 entry of this formula, charge and spin)   0.00 kcal per mole
Total charge   +1

Each line ends with the Löwdin charge.
Cartesian coordinates (Å):
Zr 0.40 -0.08 0.91  1.928
O 0.51 0.33 2.88  -0.392
H 0.59 0.56 3.83  0.033
O 0.86 -0.45 -1.07  -0.406
H 1.23 -0.79 -1.91  -0.006
O -1.65 -0.07 0.58  -0.407
H -2.35 -0.74 0.74  -0.004
C -0.13 -1.27 -5.27  -0.043
C 1.19 -0.48 -5.51  -0.501
C 0.87 1.00 -5.73  -0.058
O 2.10 -0.59 -4.47  -0.034
H -0.84 -1.29 -6.10  0.089
H -0.68 -0.75 -4.49  0.080
H 0.14 -2.28 -4.99  0.069
H 1.74 -0.83 -6.39  0.135
H 0.25 1.09 -6.62  0.080
H 1.82 1.47 -6.00  0.077
H 0.22 1.37 -4.95  0.075
H 1.62 -1.09 -3.80  0.051
C -0.82 -3.35 -2.54  -0.061
C -1.63 -3.83 -1.34  -0.423
C -2.60 -4.96 -1.72  -0.035
O -0.57 -4.18 -0.41  -0.083
H -0.29 -2.44 -2.23  0.052
H -1.51 -2.97 -3.29  0.083
H -0.14 -4.11 -2.92  0.093
H -2.26 -3.03 -0.96  0.113
H -3.64 -4.64 -1.66  0.074
H -2.59 -5.82 -1.06  0.078
H -2.33 -5.40 -2.67  0.080
H -0.14 -4.97 -0.75  0.100
C 2.21 3.54 1.86  -0.013
C 2.97 2.21 1.65  -0.363
C 3.20 1.45 2.99  -0.039
O 2.17 1.39 0.76  -0.212
H 1.81 3.99 0.95  0.063
H 2.91 4.23 2.32  0.099
H 1.29 3.29 2.40  0.059
H 3.85 2.37 1.03  0.120
H 2.75 1.89 3.87  0.085
H 4.29 1.43 3.07  0.078
H 3.00 0.38 2.93  0.048
H 2.31 1.88 -0.05  0.029
C 4.62 -1.34 1.20  -0.032
C 3.34 -1.76 0.54  -0.405
C 3.21 -3.32 0.29  -0.007
O 2.24 -1.58 1.45  -0.195
H 5.42 -1.70 0.56  0.092
H 4.96 -1.78 2.14  0.098
H 4.64 -0.26 1.37  0.067
H 3.11 -1.32 -0.43  0.123
H 2.93 -3.65 1.29  0.076
H 4.15 -3.72 -0.08  0.081
H 2.49 -3.73 -0.42  0.072
H 2.40 -2.06 2.26  0.085
C 2.90 3.10 -3.56  -0.040
C 3.48 2.49 -2.29  -0.396
C 4.91 3.02 -1.82  -0.011
O 2.54 2.94 -1.31  -0.106
H 3.06 4.18 -3.52  0.087
H 1.87 2.96 -3.89  0.070
H 3.47 2.70 -4.40  0.083
H 3.49 1.40 -2.18  0.136
H 5.65 2.51 -2.43  0.082
H 5.05 2.66 -0.79  0.057
H 4.96 4.11 -1.81  0.083
H 2.53 3.89 -1.47  0.103
C -4.96 -1.83 0.12  -0.019
C -4.96 -0.66 -0.99  -0.421
C -5.29 0.71 -0.56  -0.058
O -3.59 -0.69 -1.37  -0.106
H -4.44 -1.57 1.04  0.052
H -4.49 -2.72 -0.27  0.055
H -5.97 -2.11 0.43  0.072
H -5.41 -0.98 -1.93  0.140
H -6.38 0.70 -0.65  0.084
H -4.88 1.62 -0.98  0.083
H -5.13 0.89 0.51  0.074
H -3.02 -0.43 -0.65  0.003
C -0.93 2.28 -1.53  -0.016
C -0.77 3.09 -0.18  -0.396
C -2.08 3.74 0.16  -0.048
O -0.35 2.23 0.90  -0.185
H -1.20 2.93 -2.36  0.086
H -1.80 1.62 -1.47  0.065
H -0.01 1.71 -1.62  0.042
H 0.02 3.85 -0.20  0.119
H -2.89 3.02 0.28  0.076
H -2.34 4.55 -0.53  0.094
H -2.08 4.25 1.12  0.074
H -0.47 2.74 1.70  0.038
C -3.11 2.10 3.22  -0.038
C -2.10 2.64 4.21  -0.476
C -1.75 1.65 5.27  -0.057
O -1.02 3.07 3.40  -0.062
H -2.68 1.36 2.53  0.069
H -3.47 2.89 2.56  0.070
H -4.00 1.77 3.76  0.091
H -2.58 3.42 4.80  0.140
H -0.84 1.87 5.83  0.084
H -1.38 0.75 4.78  0.059
H -2.57 1.39 5.94  0.096
H -0.43 3.58 3.96  0.107
C -2.21 -3.32 2.73  -0.011
C -0.81 -2.70 2.79  -0.457
C 0.23 -3.63 3.47  -0.025
O -0.33 -2.23 1.56  -0.165
H -2.26 -4.24 2.15  0.089
H -2.80 -2.51 2.30  0.062
H -2.58 -3.58 3.72  0.092
H -0.78 -1.88 3.51  0.124
H 1.17 -3.08 3.55  0.060
H 0.52 -4.54 2.94  0.085
H -0.11 -3.89 4.47  0.090
H -0.25 -3.04 1.05  0.068

***

| no. | total energy (a.u.) |
| --- | --- |
| 1 | -3399.49275 |
| 2 | -1615.11124 |
| 3 | -5429.78094 |
| 4 | -270.36870 |
| 5 | -6603.74385 |
| 6 | -2023.52291 |